# C8H16BrN2O5S

A cluster of 2 separate species, C8H16BrN2O5S in total in a non-equilibrium geometry (ωB97M-V/def2-TZVPD, the Open Molecules 2025 dataset).

The HOMO energy comes out at -4.2 eV. For the largest force on an atom, the calculation gives 0.02629 Eh/bohr. The LUMO energy is 0.08068 Ha.

Geometry as ORCA input:
```
! wB97M-V def2-TZVPD RIJCOSX def2/J DEFGRID3
* xyz -1 1
C -0.5262 0.4769 2.5884
C -0.0045 -0.4948 1.5251
N -1.0609 -1.0418 0.6727
C -1.2552 -0.3049 -0.6095
C -1.4225 1.1949 -0.4452
N -0.2007 1.9978 -0.6079
C 0.4019 1.9568 -1.8275
O -0.1475 1.7989 -2.8748
O 1.7808 2.1564 -1.7937
C 2.4959 1.0538 -1.3139
S 3.6199 1.5450 0.0282
O 4.9397 1.0862 -0.3030
O 3.4434 2.9518 0.2456
C -0.7788 -2.4034 0.3174
C -1.9525 -3.1758 -0.1658
O 0.3563 -2.8514 0.3811
H 0.2389 0.5372 3.3693
H -1.4240 0.0863 3.0607
H -0.6560 1.4962 2.2280
H 0.4830 -1.3047 2.0624
H 0.8021 -0.0197 0.9492
H -0.4505 -0.5693 -1.3089
H -2.1820 -0.6778 -1.0511
H -1.9090 1.4187 0.4999
H -2.1198 1.5296 -1.2115
H 0.4522 1.8812 0.1553
H 1.8370 0.2460 -0.9821
H 3.1476 0.6389 -2.0847
H 3.2041 0.8729 1.1332
H -2.3589 -2.6868 -1.0913
H -2.7479 -3.2237 0.5684
H -1.5901 -4.1574 -0.4677
Br -4.4158 -2.0140 -1.6463
*
```

Löwdin population analysis, charges in e, atoms 1 to 6: atom 1 (C): -0.0816, atom 2 (C): -0.2457, atom 3 (N): -0.0596, atom 4 (C): -0.1496, atom 5 (C): -0.1360, atom 6 (N): 0.1051


# C8H16Cl10O

A structure of composition C8H16Cl10O in a non-equilibrium geometry (ωB97M-V/def2-TZVPD, the Open Molecules 2025 dataset).

The HOMO energy comes out at -8.7 eV. The calculation puts the relative energy (zero: lowest compared OMol25 entry of this formula, charge and spin) at 389.2 kcal/mol. For the largest force on an atom, the calculation gives 0.29123 Eh/bohr. The LUMO energy is -0.00318 Ha.

Geometry as ORCA input:
```
! wB97M-V def2-TZVPD RIJCOSX def2/J DEFGRID3
* xyz 0 1
C 21.0410 13.7144 -6.0260
Cl 20.9389 12.6601 -7.4500
Cl 21.7303 15.3451 -6.4832
H 20.0841 13.9650 -5.5682
H 21.7282 13.3610 -5.2573
C 21.5679 16.3666 -1.0088
Cl 21.5632 17.7205 0.0366
Cl 21.2794 14.9042 0.0671
H 20.8029 16.4776 -1.7772
H 22.5760 16.2653 -1.4107
C 19.7204 14.2730 -3.2491
Cl 18.5508 13.5622 -2.0072
Cl 21.0137 15.1765 -2.5011
H 20.0788 13.4336 -3.8450
H 19.2842 14.9136 -4.0155
C 22.1431 11.6307 -2.6384
Cl 23.5992 11.7596 -3.6622
Cl 20.6341 11.9851 -3.6109
H 22.0464 10.6563 -2.1598
H 22.2382 12.3890 -1.8612
C 16.8640 15.2639 -1.9085
Cl 17.9485 16.4830 -2.5918
Cl 15.2521 15.3106 -2.7387
H 17.2438 14.2497 -2.0324
H 16.6809 15.4269 -0.8464
C 17.1877 14.3128 -6.8594
C 17.8304 14.0617 -5.5102
O 19.0715 14.0164 -5.5355
C 16.9663 13.8158 -4.2496
H 16.5384 15.1843 -6.7755
H 16.6419 13.4428 -7.2245
H 17.9112 14.7003 -7.5766
H 17.5951 13.5840 -3.3900
H 16.3232 12.9422 -4.3556
H 16.3303 14.6830 -4.0720
*
```

Löwdin population analysis, charges in e, atoms 1 to 6: atom 1 (C): -1.0351, atom 2 (Cl): 0.5274, atom 3 (Cl): 0.4552, atom 4 (H): -0.3008, atom 5 (H): -0.0441, atom 6 (C): -1.2771


# C8H16Cl2N2STl

A structure of composition C8H16Cl2N2STl in a non-equilibrium geometry (ωB97M-V/def2-TZVPD, the Open Molecules 2025 dataset).

The HOMO energy (spin up / spin down) comes out at -3.7 / -3.7 eV. The calculation puts the relative energy (zero: lowest compared OMol25 entry of this formula, charge and spin) at 0.0 kcal/mol. For the largest force on an atom, the calculation gives 0.06758 Eh/bohr. The LUMO energy (spin up / spin down) is 0.10444 / 0.10444 Ha.

Geometry as ORCA input:
```
! wB97M-V def2-TZVPD RIJCOSX def2/J DEFGRID3
* xyz -1 1
Tl -1.9159 -1.2191 -1.0568
Cl -1.9310 1.4110 -1.1737
Cl -1.8153 -2.1733 1.3554
C -3.2376 -2.5108 -1.8876
H -2.9392 -3.5848 -1.8003
H -2.9192 -2.4882 -2.9825
C 1.7160 -1.0144 -0.8039
C 0.6543 -0.8091 -1.5606
H 1.8120 -1.8415 -0.1181
C 0.5703 0.0609 -2.7502
H -0.1555 -1.6361 -1.7121
C 1.9687 0.3564 -3.3237
H -0.0518 -0.4748 -3.4988
H 0.0154 0.9895 -2.4774
C 2.9326 0.7482 -2.2377
H 2.3060 -0.5380 -3.8491
H 1.8484 1.1566 -4.0476
C 2.8990 -0.1381 -0.9568
H 3.9436 0.7744 -2.6399
H 2.6979 1.7596 -1.8906
H 3.8575 -0.6020 -0.8182
H 2.8375 0.4995 -0.0986
N -0.6769 -0.0476 3.3770
C -0.6683 0.9333 2.4302
N -1.1858 2.1320 2.8459
S 0.0285 0.7679 0.9000
H -1.2660 0.1114 4.2095
H -0.6960 -1.0087 2.9891
H -1.4069 2.7694 2.0665
H -1.8391 2.1182 3.6419
*
```

Löwdin population analysis, charges in e, atoms 1 to 6: atom 1 (Tl): 0.4348, atom 2 (Cl): -0.1527, atom 3 (Cl): -0.1537, atom 4 (C): -0.4097, atom 5 (H): -0.1099, atom 6 (H): -0.1233


# C8H16Cl5N2O3P2

A cluster of 2 separate species, C8H16Cl5N2O3P2 in total in a non-equilibrium geometry (ωB97M-V/def2-TZVPD, the Open Molecules 2025 dataset).

The HOMO energy comes out at -12.0 eV. For the largest force on an atom, the calculation gives 0.04179 Eh/bohr. The LUMO energy is -0.12841 Ha.

Geometry as ORCA input:
```
! wB97M-V def2-TZVPD RIJCOSX def2/J DEFGRID3
* xyz 1 1
C 1.4970 -1.4882 2.0338
N 1.3896 -0.1648 1.3650
C 0.0952 0.5185 1.6601
C -1.0916 -0.2357 1.0665
P -2.4170 1.0461 0.5451
O -2.9269 0.5279 -0.9086
Cl -3.9704 0.5268 1.7521
O -0.7880 -1.2042 0.0804
C 0.2938 -0.9627 -0.7907
C 0.6283 -2.3010 -1.4616
C 0.8717 -3.4357 -0.4975
O 1.9486 -3.8546 -0.1570
Cl -0.5894 -4.2175 0.1475
C 1.4938 -0.2178 -0.1542
P 3.1646 -0.7433 -0.7664
N 3.2758 -0.5362 -2.3127
H 1.7074 -1.3142 3.0831
H 2.2922 -2.0970 1.6266
H 0.5685 -2.0387 1.9769
H 2.1433 0.4412 1.6819
H 0.1341 1.5588 1.3484
H -0.0134 0.5410 2.7394
H -1.5463 -0.7901 1.8825
H -2.3931 0.9624 -1.5838
H -0.0598 -0.3328 -1.6050
H 1.4175 -2.2027 -2.2014
H -0.2712 -2.5677 -2.0090
H 1.4211 0.8237 -0.4529
H 3.3891 -2.0850 -0.4251
H 4.1175 0.0283 -0.0641
H 4.0097 0.1226 -2.5323
C -4.0602 5.1579 -0.9641
Cl -2.8995 6.2574 -0.2233
Cl -4.2755 5.5237 -2.6710
Cl -3.5448 3.4722 -0.7434
H -5.0118 5.2814 -0.4653
*
```

Löwdin population analysis, charges in e, atoms 1 to 6: atom 1 (C): 0.0377, atom 2 (N): -0.1045, atom 3 (C): -0.1218, atom 4 (C): -0.4545, atom 5 (P): 0.4874, atom 6 (O): -0.3462


# C8H16F3NO7P

A cluster of 2 separate species, C8H16F3NO7P in total in a non-equilibrium geometry (ωB97M-V/def2-TZVPD, the Open Molecules 2025 dataset).

The HOMO energy comes out at -4.0 eV. For the largest force on an atom, the calculation gives 0.20295 Eh/bohr. The LUMO energy is -0.02430 Ha.

Geometry as ORCA input:
```
! wB97M-V def2-TZVPD RIJCOSX def2/J DEFGRID3
* xyz -1 1
N 1.9210 -0.4060 3.9570
C 1.6978 0.1936 2.5861
C 0.0740 0.0375 2.2713
C -0.8579 0.7833 3.4062
O -1.0960 -0.0215 4.6220
C -2.3677 1.1062 2.7737
F -2.8865 -0.0037 1.9250
F -3.2731 1.2972 3.9460
F -2.2448 2.4065 2.0652
C 2.2629 1.7247 2.4241
O 3.2508 2.2524 3.1526
O 1.6151 2.6204 1.4185
H 1.8817 0.3048 4.7233
H 2.7800 -0.9998 4.0089
H 2.2439 -0.4633 1.7827
H -0.1485 -1.1242 2.3582
H -0.1469 0.4752 1.2002
H -0.3036 1.7640 3.7534
H -1.4592 -0.9294 4.4019
C 1.5147 -1.5103 -4.7250
O 0.9543 -1.8155 -3.4612
P 0.0057 -0.5310 -2.7956
O -0.0209 -1.2457 -1.4417
O -1.2927 -0.9957 -3.6967
C -1.7494 -2.3345 -3.6105
O -0.9429 0.7535 -2.1299
C -0.3088 2.0119 -2.2224
H 2.0181 -2.4003 -5.1089
H 0.7332 -1.2140 -5.4288
H 2.2428 -0.7029 -4.6186
H -1.4340 -2.8297 -2.6888
H -1.3718 -2.8944 -4.4698
H -2.8422 -2.3336 -3.6494
H -0.1339 2.2637 -3.2721
H 0.6416 1.9911 -1.6816
H -0.9567 2.7696 -1.7752
*
```

Löwdin population analysis, charges in e, atoms 1 to 6: atom 1 (N): -0.0147, atom 2 (C): -0.2866, atom 3 (C): -0.0990, atom 4 (C): -0.2094, atom 5 (O): -0.1001, atom 6 (C): -0.1934


# C8H16FN2O

A cluster of 2 separate species, C8H16FN2O in total in a non-equilibrium geometry (ωB97M-V/def2-TZVPD, the Open Molecules 2025 dataset).

The HOMO energy comes out at -13.4 eV. The calculation puts the relative energy (zero: lowest compared OMol25 entry of this formula, charge and spin) at 49.3 kcal/mol. For the largest force on an atom, the calculation gives 0.11346 Eh/bohr. The LUMO energy is -0.16882 Ha.

Geometry as ORCA input:
```
! wB97M-V def2-TZVPD RIJCOSX def2/J DEFGRID3
* xyz 1 1
C 1.1553 0.7096 0.2121
C 0.2532 1.4757 -0.4298
C 0.8782 -0.5460 0.8243
C -2.2028 1.0824 0.2674
C -1.3200 0.8821 -2.2165
C 0.2695 2.8622 -0.8482
C -0.8766 -2.1479 1.2935
C -1.1039 0.6908 -0.7525
N -0.1983 -1.1947 0.4864
N 2.5561 -1.8085 2.6587
O -0.9277 -0.8010 -0.6265
F 2.3612 1.2071 0.5831
H 1.5703 -0.7809 1.5986
H -1.8318 1.5008 1.1751
H -2.9112 1.7995 -0.2089
H -2.8264 0.0844 0.4039
H -0.2718 0.6418 -2.5961
H -1.6541 1.8015 -2.4688
H -1.9847 0.0437 -2.6969
H 1.3060 3.0823 -1.0146
H -0.0109 3.4139 0.0501
H -0.3714 3.1602 -1.7000
H -1.5846 -2.8569 0.9066
H -0.1963 -2.7399 2.0247
H -1.5892 -1.5705 1.8776
H 3.1673 -1.5698 1.8863
H 2.4962 -2.7129 3.0239
H 2.6695 -1.1291 3.4377
*
```

Löwdin population analysis, charges in e, atoms 1 to 6: atom 1 (C): -0.1722, atom 2 (C): -0.1096, atom 3 (C): 0.1013, atom 4 (C): 0.0209, atom 5 (C): -0.0061, atom 6 (C): 0.0114